Here is a structure of composition C39H29ErN8S2 in a non-equilibrium geometry from the OMol25 dataset. Energies are from ωB97M-V/def2-TZVPD.

The geometry in XYZ format:
```
79
Properties=species:S:1:pos:R:3:mulliken_charge:R:1
Er 0.24107 0.31620 0.42601 0.631
C -2.19018 -3.16698 2.58735 -1.245
C -1.40500 -2.05225 2.26650 -0.484
N -0.85444 -1.87377 1.08539 0.588
C -1.01824 -2.82642 0.12858 -0.422
C -1.78407 -3.99647 0.36352 1.055
C -2.38497 -4.12755 1.63427 -0.769
C -1.90318 -4.97559 -0.64365 -1.087
C -1.23776 -4.79845 -1.82924 -0.903
C -0.46682 -3.65961 -2.08463 -0.619
C -0.36450 -2.62415 -1.15237 -0.022
N 0.31543 -1.47452 -1.23982 0.999
C 0.82782 -0.80260 -2.37978 0.560
C 0.56753 -1.09960 -3.82928 -1.741
C 1.08811 -0.25108 -4.77850 -0.985
C 1.86266 0.91712 -4.60768 -0.805
C 2.01524 1.73978 -3.45783 0.800
C 2.93797 2.80758 -3.39111 -0.978
C 3.01527 3.59955 -2.26898 -1.039
C 2.17492 3.34544 -1.18235 -0.680
N 1.27204 2.37433 -1.20111 0.398
C 1.18799 1.63576 -2.31415 -0.091
H -2.62340 -3.25389 3.57413 0.453
H -1.21459 -1.28425 3.01064 0.723
H -2.98866 -5.00449 1.83619 0.432
H -2.50239 -5.85825 -0.45956 0.408
H -1.29803 -5.56537 -2.59248 0.390
H 0.07692 -3.59285 -3.01634 0.556
H -0.13559 -1.86952 -4.11100 0.507
H 0.92576 -0.53882 -5.81345 0.345
H 2.38109 1.26944 -5.49351 0.330
H 3.58601 2.99113 -4.24062 0.465
H 3.72950 4.40950 -2.21167 0.400
H 2.23939 3.92078 -0.26605 0.513
C -1.62222 2.78624 -2.66778 -1.662
C -1.70713 1.73095 -1.60607 0.909
N -0.85406 0.70747 -1.50668 -0.729
N 0.26735 0.62191 -2.27325 1.583
C 2.33236 -0.84631 -2.03328 0.920
N 3.11024 -1.55482 -2.84266 -0.238
S 2.94267 -0.25894 -0.59354 -0.497
C -2.70118 1.70253 -0.58441 0.752
C -3.91541 2.42121 -0.63506 -1.207
C -4.86065 2.22609 0.33910 -0.344
C -4.59782 1.32126 1.37790 -1.066
C -3.36447 0.69779 1.39680 -0.027
N -2.42049 0.87396 0.47724 0.238
H -0.93502 3.58583 -2.37617 0.215
H -2.59282 3.23440 -2.86777 0.610
H -1.24567 2.34925 -3.59624 0.311
H 2.77658 -1.79359 -3.76398 0.285
H 4.07495 -1.68961 -2.59196 0.260
H -4.10762 3.09643 -1.45707 0.289
H -5.80063 2.76182 0.30083 0.436
H -5.32782 1.12621 2.15064 0.415
H -3.11032 0.03286 2.21629 0.385
S 2.36009 -0.18394 4.86955 -0.458
C 2.57902 -1.73726 4.12180 0.650
C 3.14843 -2.89016 4.64621 -0.736
C 3.19511 -4.01416 3.84222 -0.508
C 2.69478 -3.98526 2.53757 -0.888
C 2.13319 -2.83783 2.01479 0.136
C 2.06238 -1.70044 2.81891 -0.781
N 1.51385 -0.48583 2.45743 0.334
C 1.59157 0.40355 3.40617 0.787
C 1.05793 1.75520 3.28129 0.874
C 1.24599 2.67614 4.31821 -0.973
C 0.73698 3.95360 4.20318 -0.811
C 0.02983 4.29608 3.05600 -0.895
C -0.15721 3.36467 2.04441 -0.428
C 0.34454 2.05627 2.09354 0.151
H 3.54067 -2.90399 5.65461 0.411
H 3.62885 -4.92703 4.22937 0.389
H 2.75035 -4.87888 1.92962 0.450
H 1.75545 -2.79771 1.00016 0.281
H 1.79242 2.39015 5.21128 0.385
H 0.88291 4.67696 4.99506 0.375
H -0.37846 5.29564 2.95835 0.412
H -0.73138 3.66956 1.17159 0.321
```

Summary:
spin multiplicity	4
energy above the lowest of the compared OMol25 structures with the same formula, charge and spin	0.066	eV
gap between HOMO and LUMO (spin up / spin down)	4.818 / 4.833	eV